# C6H8NOS2

The ion C6H8NOS2 with charge -1 (wB97M-V/def2-TZVPD, the Open Molecules 2025 dataset).

Geometry as XYZ:
```
18
Properties=species:S:1:pos:R:3:forces:R:3:nbo_charge:R:1
C -3.647 0.963 0.189 0.8 2.2 -1.4 0.6007
S -2.609 -2.647 -0.080 0.6 -2.2 0.0 -0.2237
C -0.089 -0.398 -0.178 -3.5 -1.6 -0.2 -0.2228
S -2.094 1.579 -0.656 0.2 -0.4 -0.1 0.0081
C -0.286 -0.100 1.308 2.5 3.3 1.2 -0.6381
H -1.397 -0.351 -1.982 -0.6 0.1 1.4 0.2244
C -1.556 -0.116 -0.874 2.1 -1.8 -0.3 -0.4368
H 0.167 -1.532 -0.304 -0.8 1.9 0.3 0.2207
H -0.496 1.099 1.467 0.2 -3.0 -0.5 0.2124
C 0.953 0.394 -0.896 0.1 -1.6 -1.1 -0.6177
H 1.345 -0.295 -1.679 0.0 0.8 0.3 0.2016
H 0.811 -0.153 1.701 -1.9 -0.4 0.2 0.1870
O -4.390 1.843 0.545 -0.7 -0.3 0.6 -0.6300
H 0.656 1.313 -1.335 -0.7 0.8 -0.5 0.2120
H -1.036 -0.649 1.926 0.8 0.1 -0.9 0.2401
C -2.688 -1.049 -0.205 0.9 3.0 -1.9 0.1044
N -3.731 -0.333 0.110 -1.8 -1.3 1.7 -0.6396
H 1.718 0.647 -0.237 1.8 0.3 1.2 0.1974
```
Forces are in eV/Å.

Values from the calculation:
spin multiplicity	1
HOMO-LUMO gap	0.2821	hartree
max |F|	4.35	eV/Å
energy	-1159.85122	hartree
SMILES string	CC(C)[C@@H]1SC([O-])=NC1=S
total charge	-1
energy above the lowest of the compared OMol25 structures with the same formula, charge and spin	35.6	kJ/mol

=====

# C6H8NS

The ion C6H8NS with charge -1 (wB97M-V/def2-TZVPD, the Open Molecules 2025 dataset).

Geometry as XYZ:
```
16
Properties=species:S:1:pos:R:3:forces:R:3:nbo_charge:R:1
H -0.278 -2.663 0.114 0.8 -0.8 -0.3 0.2053
H 1.244 -0.744 -0.702 0.1 -1.4 -0.3 0.1869
H 2.550 1.094 1.189 -1.2 0.3 -2.0 0.1879
H 2.378 2.437 -0.055 -1.2 -1.3 0.5 0.1856
N -0.474 1.845 0.159 -1.1 -2.0 0.1 -0.7619
H -1.188 -2.350 -1.497 -0.3 -1.2 1.2 0.2197
S -3.379 0.594 0.572 -1.1 0.0 0.3 -0.2424
H -2.001 -2.545 0.297 -0.1 -0.6 -1.2 0.2217
C 2.037 1.343 0.144 2.4 1.9 0.9 -0.6508
C -1.156 -2.306 -0.375 -1.2 3.0 0.3 -0.6297
C -1.874 0.108 0.309 0.4 0.6 -0.7 -0.0151
C -1.009 -0.768 -0.191 1.7 -0.4 0.4 -0.2140
H 2.641 0.866 -0.664 -0.5 -0.3 0.8 0.2016
H -0.403 2.394 0.991 0.1 0.8 0.6 0.3282
C 0.547 0.995 0.016 2.0 0.6 -0.2 0.1841
C 0.364 -0.301 -0.307 -0.8 0.9 -0.3 -0.4073
```
Forces are in eV/Å.

Values from the calculation:
spin multiplicity	1
HOMO-LUMO gap	0.2176	hartree
max |F|	3.24	eV/Å
energy	-686.28392	hartree
total charge	-1
energy above the lowest of the compared OMol25 structures with the same formula, charge and spin	286.8	kJ/mol

=====

# C6H8O2

An isolated molecule of C6H8O2 (wB97M-V/def2-TZVPD, the Open Molecules 2025 dataset).

Geometry as XYZ:
```
16
Properties=species:S:1:pos:R:3:forces:R:3:nbo_charge:R:1
H -1.851 -0.595 1.519 -0.3 0.6 -1.2 0.1870
C -0.409 -0.771 -0.163 -2.6 1.7 -1.5 -0.2601
H 0.148 0.498 1.523 0.0 -0.2 1.2 0.2159
H -2.861 0.908 -0.593 0.5 -1.0 0.6 0.4857
C 0.818 -1.417 0.001 1.8 -1.5 0.5 -0.3625
H -0.718 -0.750 -1.258 0.7 0.6 1.1 0.2156
C -0.367 0.666 0.615 -0.4 -0.7 -2.8 -0.3122
C -1.597 -0.204 0.488 0.0 -0.7 2.3 0.1325
H 0.864 2.357 0.148 0.5 2.3 0.6 0.1907
C 0.602 1.444 -0.243 -0.5 -3.1 0.6 -0.0472
H 2.944 -1.120 -0.179 -1.9 1.3 0.4 0.1962
H 1.001 -2.447 -0.098 -0.1 -1.3 0.0 0.2134
O 1.849 0.675 -0.015 1.1 2.2 -0.8 -0.5224
C 1.888 -0.641 -0.068 1.9 -1.7 0.0 0.1852
O -2.652 -0.035 -0.397 -0.6 1.1 -0.2 -0.7073
H 0.341 1.435 -1.280 0.0 0.3 -0.6 0.1893
```
Forces are in eV/Å.

Values from the calculation:
spin multiplicity	1
HOMO-LUMO gap	0.3324	hartree
max |F|	3.45	eV/Å
energy	-383.74713	hartree
SMILES string	O[C@H]1[C@@H]2C=COC[C@@H]12
energy above the lowest of the compared OMol25 structures with the same formula, charge and spin	427.9	kJ/mol

=====

# C6H8O2

A structure of composition C6H8O2 (wB97M-V/def2-TZVPD, the Open Molecules 2025 dataset).

Geometry as XYZ:
```
16
Properties=species:S:1:pos:R:3:forces:R:3:nbo_charge:R:1
C -1.396 -1.426 0.681 -1.5 0.9 1.6 -0.4539
O 1.031 0.337 -1.365 -1.3 -0.9 -6.6 -0.6932
C 0.242 0.814 0.853 0.1 0.1 0.1 0.0456
H 0.588 -2.213 0.374 0.8 -1.5 -1.4 0.2096
C -0.894 -0.597 -0.542 -1.4 1.1 -1.8 -0.2590
C -0.129 0.712 -0.681 -1.4 -1.1 1.5 0.1292
H -1.675 -1.090 1.782 0.2 -0.3 -2.7 0.2302
C 0.035 -1.329 0.310 0.5 -1.7 1.9 0.0620
O 0.841 -0.427 1.048 0.8 1.0 0.6 -0.4712
H -1.958 -2.332 0.281 0.9 1.3 0.8 0.2364
H 1.082 2.307 -0.847 -1.3 0.1 2.5 0.2712
H -1.282 -0.810 -1.542 0.1 -1.1 0.5 0.2323
H -0.575 2.562 0.099 -0.2 1.5 0.9 0.2288
C 0.283 1.972 -0.063 1.4 1.6 -2.7 -0.4044
H 0.579 0.375 -2.490 2.5 -0.3 5.1 0.4626
H -0.583 1.045 1.524 -0.1 -0.7 -0.1 0.1740
```
Forces are in eV/Å.

Values from the calculation:
spin multiplicity	1
HOMO-LUMO gap	0.3193	hartree
max |F|	6.80	eV/Å
energy	-383.60664	hartree
energy above the lowest of the compared OMol25 structures with the same formula, charge and spin	796.8	kJ/mol

=====

# C6H8O2

An isolated molecule of C6H8O2 (wB97M-V/def2-TZVPD, the Open Molecules 2025 dataset).

Geometry as XYZ:
```
16
Properties=species:S:1:pos:R:3:forces:R:3:nbo_charge:R:1
H -0.585 2.522 0.572 1.1 1.1 4.0 0.1813
H -1.576 3.114 -0.617 -5.6 3.4 -1.6 0.1760
O 1.602 -0.669 -0.106 4.2 -2.4 -0.6 -0.5409
C 0.625 -0.078 0.763 1.7 -2.8 -0.8 -0.0292
H 0.168 2.977 -1.035 -2.0 -0.9 1.2 0.1836
C -0.770 2.659 -0.397 6.3 -6.0 -2.6 -0.2021
C -0.395 -1.063 -1.032 2.7 0.9 1.7 -0.3218
H 1.107 -2.939 -0.820 -0.6 2.6 1.4 0.2301
O -1.186 1.150 -0.564 0.9 1.4 -1.0 -0.5359
C 0.706 -1.927 -0.330 -0.2 3.1 0.9 0.0459
H -0.975 -1.446 -1.795 -1.4 -0.1 -1.4 0.2193
H -0.753 -1.688 1.127 -3.2 -0.8 1.5 0.2010
H 1.174 0.585 1.461 -1.2 0.1 -0.5 0.2216
C -0.238 0.158 -0.403 -5.2 0.1 -1.4 0.3328
C 0.249 -1.566 1.185 1.4 1.5 -2.7 -0.3692
H 0.847 -1.788 1.990 1.0 -1.4 1.9 0.2076
```
Forces are in eV/Å.

Values from the calculation:
spin multiplicity	1
HOMO-LUMO gap	0.3256	hartree
max |F|	9.06	eV/Å
energy	-383.65725	hartree
SMILES string	COC1=C[C@@H]2C[C@H]1O2
energy above the lowest of the compared OMol25 structures with the same formula, charge and spin	663.9	kJ/mol

=====

# C6H8O2

An isolated molecule of C6H8O2 (wB97M-V/def2-TZVPD, the Open Molecules 2025 dataset).

Geometry as XYZ:
```
16
Properties=species:S:1:pos:R:3:forces:R:3:nbo_charge:R:1
C -0.265 -0.312 -1.020 0.9 0.4 -3.6 -0.2869
H -0.712 1.423 1.701 0.9 0.6 -1.1 0.2000
H -1.009 -2.105 -0.095 -0.4 0.6 0.5 0.2153
H -1.898 -0.397 0.102 -0.3 -2.0 1.0 0.2064
H 1.935 0.995 -0.020 -0.5 1.9 0.1 0.4779
C 1.050 -0.702 -0.251 0.9 4.5 0.8 0.1098
O 0.390 1.837 -0.197 1.0 1.7 0.4 -0.4943
O 2.225 0.139 -0.223 0.6 -3.4 -1.0 -0.7171
C -0.735 1.056 -0.593 4.3 0.4 2.4 0.0319
C -0.961 -1.006 0.046 -2.5 -1.9 1.5 -0.3811
C -0.119 1.049 0.825 -3.6 -1.3 0.8 0.0340
H 1.391 -1.664 -0.405 0.3 -2.0 -0.6 0.1989
H 0.485 -0.958 1.987 -0.7 1.1 -1.6 0.2327
H -1.562 1.667 -0.734 -1.7 0.3 -1.0 0.2206
H -0.395 -0.541 -2.102 0.0 -0.1 0.8 0.2243
C 0.180 -0.480 0.978 0.7 -0.6 0.4 -0.2726
```
Forces are in eV/Å.

Values from the calculation:
spin multiplicity	1
HOMO-LUMO gap	0.3973	hartree
max |F|	4.98	eV/Å
energy	-383.74338	hartree
SMILES string	O[C@@H]1[C@H]2C[C@@H]1[C@H]1O[C@@H]21
energy above the lowest of the compared OMol25 structures with the same formula, charge and spin	437.8	kJ/mol

=====

Copy entry 5 word for word.
# C6H8O2

An isolated molecule of C6H8O2 (wB97M-V/def2-TZVPD, the Open Molecules 2025 dataset).

Geometry as XYZ:
```
16
Properties=species:S:1:pos:R:3:forces:R:3:nbo_charge:R:1
H -0.585 2.522 0.572 1.1 1.1 4.0 0.1813
H -1.576 3.114 -0.617 -5.6 3.4 -1.6 0.1760
O 1.602 -0.669 -0.106 4.2 -2.4 -0.6 -0.5409
C 0.625 -0.078 0.763 1.7 -2.8 -0.8 -0.0292
H 0.168 2.977 -1.035 -2.0 -0.9 1.2 0.1836
C -0.770 2.659 -0.397 6.3 -6.0 -2.6 -0.2021
C -0.395 -1.063 -1.032 2.7 0.9 1.7 -0.3218
H 1.107 -2.939 -0.820 -0.6 2.6 1.4 0.2301
O -1.186 1.150 -0.564 0.9 1.4 -1.0 -0.5359
C 0.706 -1.927 -0.330 -0.2 3.1 0.9 0.0459
H -0.975 -1.446 -1.795 -1.4 -0.1 -1.4 0.2193
H -0.753 -1.688 1.127 -3.2 -0.8 1.5 0.2010
H 1.174 0.585 1.461 -1.2 0.1 -0.5 0.2216
C -0.238 0.158 -0.403 -5.2 0.1 -1.4 0.3328
C 0.249 -1.566 1.185 1.4 1.5 -2.7 -0.3692
H 0.847 -1.788 1.990 1.0 -1.4 1.9 0.2076
```
Forces are in eV/Å.

Values from the calculation:
spin multiplicity	1
HOMO-LUMO gap	0.3256	hartree
max |F|	9.06	eV/Å
energy	-383.65725	hartree
SMILES string	COC1=C[C@@H]2C[C@H]1O2
energy above the lowest of the compared OMol25 structures with the same formula, charge and spin	663.9	kJ/mol

=====

Question: What is the max |F| in the first record?
Answer: 4.35 eV/Å